{
  "formula": "C55H83As2F12N8O3",
  "method": "ωB97M-V with the def2-TZVPD basis set",
  "total_energy_ev": -230699.7541,
  "lumo_energy_ev": [-10.0038, -10.0001],
  "spin_multiplicity": 2,
  "total_charge": 4,
  "species": ["H", "H", "H", "H", "C", "C", "C", "H", "N", "C", "H", "H", "H", "F", "H", "H", "H", "C", "F", "H", "C", "H", "C", "H", "H", "N", "H", "H", "C", "C", "H", "F", "H", "C", "H", "C", "C", "C", "H", "F", "N", "N", "H", "H", "C", "H", "C", "H", "C", "C", "C", "F", "C", "C", "C", "C", "C", "C", "H", "N", "C", "H", "H", "H", "H", "H", "H", "C", "H", "H", "C", "H", "H", "H", "C", "H", "H", "C", "C", "H", "C", "H", "C", "C", "C", "N", "H", "N", "O", "F", "C", "C", "H", "H", "C", "F", "F", "H", "C", "C", "C", "H", "H", "C", "H", "C", "H", "As", "H", "H", "H", "H", "H", "C", "H", "C", "H", "H", "H", "H", "H", "As", "C", "H", "H", "C", "H", "O", "F", "H", "H", "H", "H", "H", "C", "C", "C", "H", "C", "O", "H", "F", "C", "H", "F", "H", "H", "H", "C", "H", "F", "C", "H", "H", "H", "C", "H", "N", "H", "H", "H", "H", "C"],
  "positions_angstrom": [[4.0343, 4.7749, -2.8662], [1.2582, -8.4926, 2.9738], [2.6670, 4.4036, -3.7736], [-5.3019, -0.7200, -8.3394], [1.4675, -6.6669, 4.5805], [2.6424, 3.4480, -1.8119], [-5.8480, -0.4139, -3.6545], [1.3038, -1.5708, 0.6616], [0.6023, 11.5547, 5.0630], [0.5748, -3.3621, -2.0997], [1.7241, 2.9241, -2.0773], [2.7292, 1.9045, 0.6565], [-2.8336, -4.4980, -0.7752], [-3.8047, 5.0532, -2.2996], [-7.9153, -0.9854, -3.0596], [0.2496, -1.8130, 2.9518], [-1.2728, 8.9428, 5.6272], [5.7482, 2.1733, 0.0280], [-2.1235, -0.3207, 1.4286], [3.6534, 0.5421, -0.0344], [-0.7713, -6.3660, 3.6164], [2.2707, 11.7884, 3.8061], [-0.5024, 9.5342, 5.1548], [4.2443, 3.6744, 0.3702], [5.0003, 1.3398, -2.2195], [-6.0586, 1.2503, -1.4345], [-3.8951, -2.7823, -2.1455], [-0.2674, 13.2981, 5.6774], [-0.5770, -2.5653, -2.2713], [0.7218, 5.7243, 2.3825], [2.1982, -2.9865, 0.8884], [-2.7282, 4.4224, -4.5247], [5.6868, -7.9075, -2.4450], [4.6794, 3.1430, -0.4762], [-6.3877, -3.0314, -4.1074], [-4.7890, 0.4675, -3.2947], [-2.9928, -2.2144, -1.9190], [2.6412, -7.6837, -1.9750], [1.3910, -5.7206, 5.1160], [-2.0392, 2.1672, 1.8968], [0.5936, 4.8972, 3.4175], [-5.5882, -2.5092, -7.3375], [5.3937, -7.9882, -0.6808], [1.2707, 12.8013, 6.5196], [-0.5991, -8.1004, 2.0194], [8.3143, 1.2411, 0.0252], [4.0279, -5.9692, -1.2288], [8.9403, 2.4062, 1.2205], [1.5061, -6.8635, -1.9477], [2.9320, -5.0633, -1.1361], [1.4982, 11.1226, 4.1616], [-2.3809, 1.2353, -0.4538], [-0.3697, 10.8305, 5.6083], [-7.0586, -0.3482, -2.8965], [-5.9683, 1.9736, -0.1640], [-5.4891, -0.4444, -6.1224], [0.5789, 3.4428, 3.1144], [8.1149, 1.7381, 0.9746], [1.2199, 13.5071, 4.7631], [0.7338, -6.4731, 3.2401], [6.8940, 2.6790, 0.8703], [-6.9172, 1.8313, 0.3531], [-4.5059, -3.9415, -8.4535], [-0.8499, -7.6931, 1.0400], [2.4306, -1.7459, 2.0193], [2.0604, 0.9158, -0.6250], [2.4785, -6.7344, 4.1787], [0.3447, 7.5508, 3.9397], [2.1743, 9.3994, 3.0448], [0.5669, -7.1923, -2.3673], [1.6405, -2.2397, 1.4536], [1.6851, -3.5540, 3.8061], [-0.0363, -3.8701, 3.7914], [-1.4874, -8.3622, 4.0562], [1.4090, 9.8175, 3.6820], [-5.2911, 0.6153, -6.0576], [-0.4004, -2.9165, 1.7185], [-1.4296, -7.6460, 3.2366], [1.1633, -5.2214, 2.4626], [5.0207, -5.7955, -0.8407], [0.7557, 12.9382, 5.5687], [0.7987, 7.7396, 1.7963], [0.4700, -2.6814, 2.3311], [4.0225, 1.6948, -2.5451], [0.7667, -7.7166, 2.3870], [-1.7717, -3.0429, -1.7836], [-5.8782, -4.1970, -6.1980], [3.8270, -7.2430, -1.6551], [-3.4838, -2.9370, 1.2357], [-1.3921, 5.3625, -1.3357], [0.6304, 7.0945, 2.6460], [4.9601, -8.1458, -1.6683], [-3.2533, -2.1486, 1.7325], [3.1338, -4.0606, -0.7893], [-5.4505, -1.1572, -7.3631], [0.1898, 0.8474, 2.0970], [-0.2055, -0.1160, -0.2444], [0.1259, 2.9449, 3.9718], [0.4051, 9.0047, 4.2196], [0.3055, 6.6831, 5.0310], [0.8548, -3.8479, 3.1640], [2.2365, -5.2362, 2.2728], [-0.7955, -6.0772, -0.6569], [-5.8770, -3.1171, -6.1870], [-5.4642, -2.7968, -9.4797], [-3.5625, -3.9178, 2.1552], [-5.9494, 3.0505, -0.3312], [-2.0861, 4.8797, -2.8948], [-3.0354, -1.6135, -1.0106], [0.6792, -5.2571, 1.4867], [2.6671, -8.6824, -2.3854], [1.4691, -2.9605, -2.5530], [8.0209, 0.9055, 1.6718], [-5.8338, -1.1167, -4.9366], [3.7101, 2.3002, -4.5871], [0.4026, 5.3496, 4.6735], [1.3503, -7.4909, 1.4945], [2.4004, 4.2395, -1.1026], [-1.2031, -5.6234, 2.9454], [0.3730, 7.0757, 6.0348], [-4.0646, 1.9524, -1.8884], [-1.1091, 1.0756, 0.8136], [-5.4253, -3.3641, -8.5498], [-0.1280, 3.2733, 2.3022], [-3.9303, 0.4422, -3.9492], [1.6464, -5.5454, -1.5835], [-2.7084, -1.4754, -2.6681], [-3.7973, -5.0703, 1.8294], [-0.1610, 2.4358, 0.2357], [4.9907, 3.9815, -1.0991], [7.2946, 3.6275, 0.5127], [-7.8717, 0.3341, -0.8853], [6.5368, 3.1104, 1.8054], [0.9205, 5.3588, 1.3858], [-4.9083, 1.3576, -2.2058], [-6.0673, -2.4688, -4.9719], [0.4713, -4.6408, -1.6088], [-6.3336, -3.9653, -8.5068], [-7.1200, 0.4107, -1.6570], [-3.2146, -3.6491, 3.2581], [1.0173, -7.5651, 5.0032], [-2.0579, 3.1281, -2.4579], [-1.9033, -4.2613, -1.2700], [1.5942, 3.1077, 2.9024], [-2.1356, 6.6491, -3.3820], [-0.5953, -1.5733, -2.6980], [0.4385, 4.5442, 5.3921], [-0.9503, -6.0263, 4.6365], [2.9813, 1.3701, -0.2595], [-0.7158, -9.1817, 1.9469], [-0.4025, 4.8018, -3.5691], [-0.7525, -5.1172, -1.1498], [5.3406, 1.4651, 0.7493], [-2.4682, -7.4690, 2.9571], [3.2821, 0.8992, -2.6282], [3.3846, 3.9321, -3.1022], [-5.1280, 1.6432, 0.4466], [3.5973, 2.3997, -1.2694], [6.2219, 1.5499, -0.7304], [-0.9806, 11.3596, 6.3247], [5.1712, 2.9344, -3.8295], [4.6082, -9.1678, -1.8087], [4.1182, 2.7080, -3.6623]],
  "forces_ev_per_angstrom": [[0.3486, -0.2765, 0.0916], [0.1193, 0.0678, -0.0813], [-0.1816, -0.3978, -0.1000], [0.1389, 0.2257, 0.1104], [0.3525, 0.8332, -2.6562], [0.0837, -0.1974, -1.0233], [-1.6243, 2.7000, 1.6275], [-0.0391, 0.3962, 0.2386], [1.0051, 2.2687, -0.0873], [-1.4418, 2.0832, -1.4425], [-0.0814, 0.0732, 0.0359], [0.1126, 0.0142, -0.1104], [-0.3991, -0.1900, -0.0049], [2.0221, -0.7213, -0.3694], [0.0075, -0.0497, -0.4559], [-0.3821, -0.2624, 0.1101], [-0.0435, -0.2405, -0.2775], [0.4281, -0.7177, 0.5840], [1.5512, 1.3534, -0.5930], [0.3084, 0.4444, -0.2595], [-0.6264, 1.2787, -0.7578], [-0.1019, 0.2016, 0.2730], [-0.2146, 1.0562, 1.5047], [-0.6027, -0.4558, 0.0687], [-0.1421, -0.7815, -0.7394], [1.1201, -0.4080, 0.0142], [0.3638, -0.0147, 0.1737], [0.2667, 0.3501, 0.3542], [0.1209, -1.7100, 1.5021], [0.1362, 3.6916, -0.1134], [-0.2335, -0.8770, 0.1383], [0.6023, 0.1508, 1.7290], [-0.1739, 0.1950, 0.0067], [0.6511, -0.3863, -0.3264], [0.1681, -0.0894, 0.0325], [-1.1964, 0.0979, 0.2505], [1.1799, 1.3410, 0.2008], [-1.6537, -0.2238, -1.0842], [-0.2927, -0.4411, 0.3371], [1.0926, -1.2602, -1.2528], [-0.3925, -2.0388, -0.4134], [0.3044, 1.3573, 0.0397], [0.4333, -0.6248, -0.1688], [0.1822, 0.9564, -0.1363], [-1.4516, -1.0919, 0.5354], [0.0896, 0.3519, -0.2652], [-2.0320, 0.8781, 0.6523], [0.2634, -0.6094, 0.1704], [0.8126, -0.3509, -0.4958], [0.8560, -2.3632, -1.1341], [-0.1128, -2.2109, -1.2068], [1.3512, -0.1511, 0.8675], [-0.2020, -1.8392, -0.9853], [0.8744, 0.3000, 2.3346], [-1.2375, 0.7925, 0.8061], [-0.2328, -1.0854, -1.2409], [-0.7530, 0.8004, 0.6330], [-0.6866, 0.3123, 0.0490], [0.3631, 0.1974, 0.6582], [-1.7821, 0.8790, 1.0380], [0.8755, 1.8931, -0.0874], [0.2079, -0.2616, 0.2296], [-0.1943, 0.0256, -0.0944], [-0.6034, 0.3237, 0.2625], [-0.1682, 0.2221, 0.2273], [-0.0450, 0.4418, -0.4253], [0.3866, -0.6679, 0.9960], [0.7443, 3.6580, -0.0804], [-0.0601, 0.1959, -0.1616], [0.0118, -0.3687, 0.1820], [0.2589, 0.6525, -0.9366], [0.1480, -0.2131, 0.0559], [0.0901, -0.9673, 0.4891], [0.4668, -0.3072, -0.1828], [0.0623, 1.5347, 0.6871], [-0.0531, 0.1005, -0.4354], [-0.2244, 0.0968, 0.0490], [-0.5855, -0.3009, -0.5393], [-0.1887, 1.0391, 0.7205], [0.0450, 0.4448, -0.2214], [-0.6882, -0.8680, -0.5164], [-0.2111, 0.3174, 0.1591], [1.3214, 0.4915, -1.8441], [1.0656, -0.2854, 1.7842], [2.1171, 0.0836, -0.0280], [0.3216, -0.0506, -1.1234], [-0.2909, -0.0927, -0.2806], [0.3518, 1.4983, 0.3364], [-0.4582, 1.2587, -2.5577], [-0.7051, -0.8241, -0.9723], [0.4416, -2.4086, -1.3093], [0.8009, -0.4594, 0.4628], [0.1380, 0.3224, 0.2095], [-0.2532, 0.0239, 0.0236], [-0.0004, 0.1966, 1.9388], [-1.6820, -0.1945, -1.5944], [-0.7833, 1.1321, 0.6518], [0.4432, -0.1921, -0.0179], [-0.5895, -2.3237, -0.2010], [0.0165, -2.2382, -1.2105], [-0.7107, -1.0655, 1.4141], [0.1070, -0.5390, 0.1507], [-0.4629, -0.0061, -0.0750], [-0.0500, -0.8084, 1.1172], [0.2224, 0.2269, 0.3215], [0.7948, -2.1626, 0.0715], [0.4844, -0.0478, -0.2799], [-0.3421, 2.4777, -1.5546], [-0.5448, -0.3289, 0.3245], [-0.3359, -0.1905, 0.0632], [-0.5502, -0.1502, 0.1526], [0.2679, -0.1286, 0.2377], [-0.0640, 0.3113, 0.3843], [0.7355, 0.2117, -0.5446], [-0.1064, 0.2110, 0.0890], [0.1406, 0.4928, 2.1125], [0.4293, -0.0765, 0.1827], [0.2090, -0.2209, 0.0969], [0.0137, 0.3488, 0.1535], [-0.3564, -0.4496, 0.1163], [-0.1565, 0.5987, 0.2122], [-1.0604, -0.4858, 1.4562], [-0.8753, 0.0189, 0.3022], [0.5450, 0.1711, 0.0311], [0.3488, 0.4233, 0.3072], [1.4367, 1.2304, 1.1074], [-0.5640, -0.1806, -0.3690], [-0.9736, -2.3601, -3.2921], [-0.6234, -1.1133, -0.1931], [0.6441, -0.4315, -0.2751], [0.1317, 0.0077, -0.9368], [-0.1780, 0.1609, -0.2257], [-0.1507, -0.8776, 0.6229], [-0.1622, -0.2851, 0.1173], [-1.4778, -2.7165, -1.0212], [-0.0913, -0.6517, -1.3257], [-0.2757, -0.9143, 0.4699], [0.3880, -0.4692, -0.4190], [2.8455, -0.1296, -3.1300], [1.4893, 2.7290, 4.8341], [0.4740, 0.3143, 0.4077], [-0.0917, 1.2935, -0.2179], [2.1567, -1.3480, 1.3489], [-0.1641, -0.1871, -0.0059], [0.0302, -2.5297, 0.6859], [0.1257, -0.0278, 0.0260], [-0.1028, 0.1491, 0.2925], [0.4452, -0.0521, -0.0835], [-0.3706, 0.6925, -0.6682], [0.2794, -0.0263, -0.2803], [-1.4965, -0.4335, 0.7892], [-1.1870, 1.6886, -0.3795], [-0.7475, -0.2004, -0.3842], [-0.0091, 0.2714, 0.0202], [0.2415, -0.0022, -0.4434], [-1.0533, 0.7544, 0.5493], [-0.0170, -0.0423, -0.2508], [-1.2422, 0.0844, 1.9018], [-0.2778, 0.2239, -0.4705], [-0.1863, -0.3556, 0.0356], [-0.1068, 0.0423, -0.1850], [0.1542, 0.1330, 0.1865], [0.0975, 0.2165, 0.2878]],
  "lowdin_spin": [0.000, 0.000, 0.000, 0.000, 0.000, 0.000, 0.000, 0.000, 0.099, 0.000, 0.000, 0.000, 0.000, 0.000, 0.000, 0.000, 0.002, 0.000, 0.000, 0.000, 0.000, 0.003, 0.052, 0.000, 0.000, 0.000, 0.000, 0.001, 0.000, 0.084, 0.000, 0.000, 0.000, 0.000, 0.000, 0.000, 0.000, 0.000, 0.000, 0.001, 0.150, 0.000, 0.000, 0.003, 0.000, 0.000, 0.000, 0.000, 0.000, 0.000, 0.037, 0.000, 0.037, 0.000, 0.000, 0.000, 0.008, 0.000, 0.001, 0.000, 0.000, 0.000, 0.000, 0.000, 0.000, 0.000, 0.000, 0.156, 0.002, 0.000, 0.000, 0.000, 0.000, 0.000, 0.050, 0.000, 0.000, 0.000, 0.000, 0.000, 0.005, 0.002, 0.000, 0.000, 0.000, 0.000, 0.000, 0.000, 0.000, 0.000, 0.049, 0.000, 0.000, 0.000, 0.000, 0.000, 0.000, 0.000, 0.094, 0.058, 0.000, 0.000, 0.000, 0.000, 0.000, 0.000, 0.000, 0.000, 0.000, 0.000, 0.000, 0.000, 0.000, 0.000, 0.000, 0.077, 0.000, 0.000, 0.000, 0.002, 0.000, 0.000, 0.000, 0.002, 0.000, 0.000, 0.000, 0.000, 0.000, 0.000, 0.000, 0.000, 0.000, 0.008, 0.000, 0.000, 0.000, 0.000, 0.000, 0.000, 0.000, 0.000, 0.000, 0.004, 0.000, 0.000, 0.006, 0.000, 0.000, 0.000, 0.000, 0.000, 0.000, 0.000, 0.000, 0.000, 0.000, 0.000, 0.000, 0.003, 0.000, 0.000, 0.000]
}